Formula: C4H9N4
Source: OMol25
Level of theory: wB97M-V/def2-TZVPD

```
17
Properties=species:S:1:pos:R:3:forces:R:3
C 1.2399 -2.9817 1.0647 -1.946 -1.105 1.799
C 0.7230 -2.1116 1.9914 0.903 -1.759 -0.556
C -0.6803 1.1195 0.9007 -2.892 0.900 0.562
C -0.3045 0.9206 -1.5611 -0.723 2.652 -2.105
N 1.2450 -2.7281 -0.2207 0.748 -1.980 -0.263
N 0.7725 -1.5863 -0.6215 -0.620 2.135 -3.648
N 0.3003 -0.6677 0.0777 0.632 0.671 2.629
N -0.0368 0.5332 -0.2476 0.058 -2.701 1.188
H 1.2917 -4.0599 1.4353 0.702 1.285 -1.153
H 0.8895 -1.3355 2.6363 -0.119 1.661 1.438
H -1.2166 0.2748 1.5071 0.532 1.775 -1.442
H 0.0269 1.5334 1.6388 -0.210 0.414 -0.791
H -1.4232 1.8680 0.3638 1.342 -1.163 2.085
H -0.1194 2.0258 -1.7618 0.268 -1.505 0.445
H 0.2262 0.3047 -2.2180 1.511 -0.414 -1.156
H -1.3062 0.7690 -1.9578 -0.730 -0.151 0.870
H 0.7113 -1.4424 -1.6364 0.544 -0.713 0.097
```
Forces are in eV/Å.

**2S+1**: 3
**Kohn-Sham gap (alpha / beta)**: 8.04 / 8.45 eV
**Energy**: -376.291936 Ha
**Charge**: +1
**LUMO energy (alpha / beta)**: -4.6 / -6.3 eV
**Highest occupied orbital energy (alpha / beta)**: -12.601 / -14.705 eV

Results of the natural (NBO) charge analysis, in e, for atoms 1 through 4:
1 C -0.128
2 C 0.012
3 C -0.426
4 C -0.475